(1)
The following is a DFT calculation (ωB97M-V/def2-TZVPD) of C11H17B2N7Ru as an isolated structure at a distorted geometry.

The geometry in XYZ format:
```
38
Properties=species:S:1:pos:R:3:lowdin_charge:R:1
H -1.529 -0.757 2.861 0.1147
N -1.161 -0.857 0.778 -0.1021
B -1.080 -1.420 -1.688 -0.4319
N -1.757 -1.538 -0.281 0.0054
C -2.818 -2.218 0.199 0.0101
Ru 0.544 0.322 0.600 1.4815
H -3.421 -2.813 -0.475 0.1528
C -2.896 -2.024 1.575 0.0087
H -3.613 -2.448 2.251 0.1201
C -1.831 -1.168 1.911 -0.0711
H -1.647 -2.087 -2.520 0.1336
C 2.801 1.426 0.719 -0.0341
H 2.462 1.452 1.781 0.0372
H 2.756 2.440 0.311 0.0656
H 3.834 1.059 0.683 0.0768
N 0.407 -1.902 -1.489 -0.0002
N -1.014 0.102 -2.045 -0.0004
N 1.230 -1.255 -0.571 -0.1314
N -0.318 0.968 -1.196 -0.1015
C 1.106 -2.902 -2.064 0.0095
C -1.477 0.809 -3.096 0.0099
H 0.625 -3.502 -2.815 0.1472
H -2.023 0.277 -3.863 0.1509
C 2.386 -2.915 -1.522 0.0055
C -1.066 2.135 -2.972 0.0093
C 2.434 -1.869 -0.595 -0.0761
C -0.335 2.197 -1.771 -0.0684
H 3.188 -3.583 -1.762 0.1200
H -1.258 2.938 -3.667 0.1230
H 3.219 -1.497 0.052 0.1208
H 0.153 3.029 -1.278 0.1229
H 2.271 0.707 -0.018 -0.0153
B -0.052 3.173 4.048 -0.2173
C 0.026 2.130 2.964 -0.0599
N 0.090 1.374 2.062 -0.0487
H -0.439 4.196 3.519 0.0783
H 1.055 3.289 4.527 0.1254
H -0.852 2.733 4.847 0.1292
```

Calculated values
**Total charge**: +2
**Frontier orbital gap (alpha / beta)**: 7.86 / 4.13 eV
**Energy above the lowest of the compared OMol25 structures with the same formula, charge and spin**: 0.0000 eV
**Multiplicity**: 5
**Highest occupied orbital energy (alpha / beta)**: -16.12 / -15.87 eV

(2)
The following is a DFT calculation (ωB97M-V/def2-TZVPD) of C11H17BMoN6O3S as an isolated structure at a distorted geometry.

The geometry in XYZ format:
```
40
Properties=species:S:1:pos:R:3:lowdin_charge:R:1
H 2.388 -0.765 2.454 0.1368
N 0.941 -1.849 1.366 -0.1314
B -0.527 -3.596 0.263 -0.4438
N 0.660 -3.210 1.200 0.0136
C 1.598 -3.926 1.859 0.0423
Mo -0.191 -0.327 0.562 1.8992
H 1.576 -5.010 1.879 0.1604
C 2.484 -3.038 2.474 0.0263
H 3.335 -3.285 3.089 0.1323
C 2.045 -1.747 2.164 -0.0257
H -0.657 -4.785 0.160 0.1372
C -0.299 3.176 -3.004 -0.0402
H -0.945 3.950 -2.587 0.0237
H 0.272 2.739 -2.177 -0.0135
H -0.950 2.407 -3.431 0.0120
N -0.211 -2.926 -1.122 -0.0012
N -1.832 -2.911 0.767 0.0039
N -0.050 -1.555 -1.194 -0.1296
N -1.860 -1.518 0.877 -0.1457
C -0.053 -3.436 -2.354 0.0328
C -3.078 -3.378 0.980 0.0224
H -0.154 -4.499 -2.480 0.1543
H -3.290 -4.435 0.937 0.1544
C 0.218 -2.392 -3.234 0.0260
C -3.929 -2.302 1.248 0.0165
C 0.208 -1.218 -2.479 -0.0419
C -3.142 -1.147 1.172 -0.0439
H 0.395 -2.482 -4.282 0.1238
H -4.978 -2.345 1.479 0.1269
H 0.359 -0.178 -2.707 0.1226
H -3.381 -0.101 1.308 0.1313
H 0.343 3.604 -3.758 0.0262
C -0.549 3.938 1.821 -0.1022
S 0.502 2.469 1.919 0.4692
O 0.934 2.133 0.527 -0.4133
O 1.562 2.846 2.836 -0.2580
O -0.392 1.349 2.414 -0.4409
H 0.095 4.820 1.779 0.0876
H -1.157 3.972 2.729 0.0819
H -1.185 3.894 0.938 0.0674
```

Calculated values
**Total charge**: +2
**Frontier orbital gap (alpha / beta)**: 5.20 / 6.66 eV
**Multiplicity**: 3
**Highest occupied orbital energy (alpha / beta)**: -16.69 / -16.80 eV

(3)
The following is a DFT calculation (ωB97M-V/def2-TZVPD) of C11H17BN6O3OsS as an isolated structure at a distorted geometry.

The geometry in XYZ format:
```
40
Properties=species:S:1:pos:R:3:lowdin_charge:R:1
H -1.826 -1.127 3.008 0.1295
N -0.793 -1.864 1.311 -0.1353
B 0.326 -3.435 -0.412 -0.4571
N -0.362 -3.157 0.943 0.0086
C -0.723 -4.009 1.889 0.0026
Os -0.119 -0.288 0.327 1.6150
H -0.495 -5.045 1.702 0.1516
C -1.331 -3.322 2.931 0.0314
H -1.717 -3.737 3.845 0.1286
C -1.376 -1.985 2.542 -0.0259
H 0.443 -4.594 -0.654 0.1418
C 2.093 3.588 -1.667 -0.0387
H 1.508 4.501 -1.780 0.0303
H 1.392 2.793 -1.377 -0.0216
H 2.663 3.325 -2.569 0.0337
N 1.676 -2.673 -0.320 -0.0014
N -0.491 -2.652 -1.446 0.0701
N 1.622 -1.327 -0.005 -0.1697
N -0.790 -1.286 -1.268 -0.0846
C 2.947 -3.013 -0.506 0.0028
C -0.931 -3.030 -2.650 0.0833
H 3.171 -4.035 -0.753 0.1501
H -0.769 -4.040 -2.930 0.1569
C 3.747 -1.887 -0.326 0.0138
C -1.511 -1.934 -3.287 0.1402
C 2.890 -0.836 -0.014 -0.0566
C -1.396 -0.869 -2.414 0.0182
H 4.820 -1.828 -0.414 0.1262
H -1.950 -1.922 -4.267 0.1542
H 3.027 0.214 0.207 0.1266
H -1.698 0.162 -2.503 0.1273
H 2.758 3.640 -0.817 0.0120
C -1.460 3.095 1.382 -0.1030
S -2.199 1.707 0.522 0.5285
O -3.618 1.663 0.718 -0.2281
O -1.632 1.650 -0.833 -0.3672
O -1.589 0.503 1.332 -0.5462
H -2.044 3.997 1.143 0.0953
H -0.414 3.216 1.061 0.0706
H -1.494 2.880 2.457 0.0861
```

Calculated values
**Total charge**: +2
**Frontier orbital gap (alpha / beta)**: 7.16 / 4.29 eV
**Energy above the lowest of the compared OMol25 structures with the same formula, charge and spin**: 0.0000 eV
**Multiplicity**: 5
**Highest occupied orbital energy (alpha / beta)**: -15.02 / -16.26 eV

(4)
The following is a DFT calculation (ωB97M-V/def2-TZVPD) of C11H17BN6O3ReS as an isolated structure at a distorted geometry.

The geometry in XYZ format:
```
40
Properties=species:S:1:pos:R:3:lowdin_charge:R:1
C 0.067 2.919 0.498 0.0784
N 0.258 1.655 0.066 -0.1527
N 0.421 1.684 -1.285 0.0704
C 0.332 2.971 -1.704 0.1370
C 0.107 3.793 -0.599 0.2235
B 0.576 0.409 -2.195 -0.4459
N 1.737 -0.453 -1.638 -0.0129
N 1.831 -0.770 -0.324 -0.1089
C 2.926 -1.539 -0.173 -0.0220
C 3.553 -1.732 -1.418 0.1005
C 2.763 -1.021 -2.321 0.0948
Re 0.346 -0.065 1.066 1.7322
N -0.732 -0.397 -2.263 0.0036
N -1.349 -0.900 -1.160 0.0806
C -2.483 -1.461 -1.600 0.0161
C -2.617 -1.329 -3.004 0.1855
C -1.471 -0.641 -3.387 0.1191
H -3.159 -1.945 -0.891 0.1630
H -1.121 -0.312 -4.366 0.1799
H -3.421 -1.690 -3.645 0.1786
H 0.866 0.809 -3.303 0.1551
H 2.855 -0.874 -3.397 0.1776
H 0.432 3.203 -2.763 0.1868
H 4.458 -2.300 -1.630 0.1614
H -0.009 4.876 -0.589 0.1881
H 3.211 -1.896 0.817 0.1523
H -0.080 3.110 1.560 0.1716
H -0.476 -1.613 0.773 0.0810
C 0.119 -1.652 1.705 -0.2649
H 0.914 -2.403 1.595 0.1475
H 0.751 -0.673 2.334 0.0164
H -0.533 -1.852 2.566 0.1095
C -0.740 0.127 4.616 -0.0792
S -1.856 0.318 3.193 0.7402
O -2.757 -0.893 2.902 -0.2478
O -2.921 1.358 3.568 -0.1986
O -1.281 0.903 1.675 -0.4352
H -1.199 0.581 5.518 0.1284
H 0.217 0.646 4.402 0.0845
H -0.537 -0.948 4.801 0.1045
```

Calculated values
**Total charge**: +4
**Frontier orbital gap (alpha / beta)**: 4.50 / 3.44 eV
**Multiplicity**: 4
**Highest occupied orbital energy (alpha / beta)**: -22.54 / -22.12 eV

(5)
The following is a DFT calculation (ωB97M-V/def2-TZVPD) of C11H17CdN3O4 as an isolated structure at a distorted geometry.

The geometry in XYZ format:
```
36
Properties=species:S:1:pos:R:3:lowdin_charge:R:1
Cd 0.379 0.129 -0.020 1.1775
C 1.966 -1.110 -0.325 -0.0712
O 2.956 -1.667 -0.467 0.2047
C -0.918 -2.090 -0.683 -0.0399
O -1.266 -3.133 -0.977 0.1536
C 0.137 0.698 -2.385 -0.0072
O 0.269 0.892 -3.509 0.1604
C -0.272 -0.853 2.295 -0.0280
O -0.284 -1.249 3.366 0.1353
C -2.133 1.762 0.373 -0.0986
H -1.890 1.993 1.429 0.0695
H -1.758 2.497 -0.371 0.0714
C -2.640 0.582 0.007 -0.1280
H -2.734 0.281 -1.053 0.0642
H -2.823 -0.234 0.731 0.0618
C 2.864 0.554 3.387 -0.0363
N 3.428 1.150 2.179 -0.1444
C 4.626 0.412 1.708 -0.0398
C 2.642 1.781 1.249 -0.4450
N 1.299 1.739 1.274 -0.0251
N 3.259 2.366 0.191 -0.1483
C 4.550 3.031 0.395 -0.0183
C 2.420 2.943 -0.851 -0.0402
H 3.590 0.685 4.206 0.1182
H 2.667 -0.526 3.248 0.0915
H 1.933 1.053 3.652 0.0777
H 4.830 0.645 0.656 0.0843
H 5.489 0.709 2.329 0.1156
H 4.472 -0.677 1.803 0.0935
H 0.908 1.731 2.229 0.0430
H 5.233 2.761 -0.420 0.1122
H 4.416 4.120 0.391 0.1146
H 4.989 2.732 1.348 0.0871
H 2.034 2.160 -1.501 0.0329
H 1.583 3.473 -0.408 0.0918
H 3.037 3.627 -1.432 0.1092
```

Calculated values
**Total charge**: +2
**Frontier orbital gap**: 7.66 eV
**Multiplicity**: 1
**Highest occupied orbital energy**: -15.80 eV

(6)
The following is a DFT calculation (ωB97M-V/def2-TZVPD) of C11H17Cl2HfNO2 as an isolated structure at a distorted geometry.

The geometry in XYZ format:
```
34
Properties=species:S:1:pos:R:3:lowdin_charge:R:1
C 0.512 -0.014 -1.196 -0.4211
C -0.935 -0.025 -1.082 -0.3123
C -1.280 -0.874 0.017 -0.2550
C -1.869 0.518 -2.063 -0.2202
C -0.088 -1.427 0.546 -0.2720
C 1.041 -0.859 -0.144 -0.3601
C 2.422 -1.412 -0.097 -0.0919
C 1.294 0.464 -2.370 -0.1023
C -2.649 -1.173 0.489 -0.0718
C -0.014 -2.440 1.619 -0.0669
Hf 0.647 1.530 0.628 1.1886
Cl -3.301 2.129 -0.429 -0.1044
Cl -0.047 3.351 -0.684 -0.0262
O -0.164 0.845 2.275 -0.4225
H -1.386 1.135 -2.816 0.0437
H -2.622 1.257 -1.433 -0.2934
H -2.509 -0.241 -2.528 0.0586
H -3.294 -0.296 0.361 0.0142
H -2.631 -1.441 1.550 0.0617
H -3.096 -2.008 -0.066 0.0688
H -0.720 -2.224 2.427 0.0634
H 0.985 -2.509 2.054 0.0611
H -0.271 -3.437 1.245 0.0723
H 2.719 -1.613 0.937 0.0614
H 3.142 -0.689 -0.485 0.0507
H 2.521 -2.347 -0.674 0.0725
H 0.869 1.374 -2.801 0.0458
H 1.286 -0.308 -3.149 0.0721
H 2.334 0.699 -2.112 0.0606
H -0.188 0.740 3.244 0.0192
O 2.587 1.658 0.627 -0.4115
H 3.450 2.100 0.701 0.0175
N 0.600 4.188 3.114 -0.1390
C 0.654 3.350 2.293 -0.4617
```

Calculated values
**Total charge**: -2
**Frontier orbital gap**: 5.25 eV
**Energy above the lowest of the compared OMol25 structures with the same formula, charge and spin**: 1.1295 eV
**Multiplicity**: 1
**Highest occupied orbital energy**: -0.04 eV